(1)
Entry from the OMol25 dataset: C3H7NO3 in the gas phase (wB97M-V/def2-TZVPD).

For the molar mass, the calculation gives 105.09 g mol⁻¹. The energy is -398.99685 Eh. The net charge is 0. The HOMO-LUMO gap comes out at 10.590 eV. For the largest force on an atom, the calculation gives 0.826 eV/A. As for the structure (SMILES): CN[C@H](O)C(=O)O. The value obtained for the relative energy (zero: lowest compared OMol25 entry of this formula, charge and spin) is 107.14 kJ/mol. Its spin multiplicity is 1. The value obtained for the HOMO energy is -9.8519 eV. The calculation puts the LUMO energy at 0.739 eV.

Each line ends with the natural charge from an NBO analysis.
Atoms and positions in Å:
C -1.69062 0.70532 -0.81043  -0.4153
N -0.64099 0.63077 0.19083  -0.6421
C 0.38032 -0.33387 -0.08510  0.1261
O 0.03573 -1.60110 0.44354  -0.7407
C 1.72753 0.12465 0.52439  0.7589
O 2.09912 1.26197 0.47367  -0.5787
O 2.40645 -0.86502 1.08150  -0.6601
H -2.43369 1.42676 -0.47892  0.2084
H -2.16358 -0.27305 -0.89457  0.1979
H -1.31955 1.00108 -1.80002  0.1754
H -0.21601 1.54198 0.33677  0.3939
H 0.56091 -0.49605 -1.16584  0.1730
H -0.60366 -1.44563 1.15099  0.4912
H 1.85805 -1.67783 1.03319  0.5118

Cartesian forces (eV/Å) of the 6 atoms listed first:
-0.039 -0.105 -0.051
0.433 0.173 0.029
0.148 0.305 -0.029
-0.151 -0.440 -0.123
-0.792 -0.055 -0.230
0.176 0.042 0.049

---

(2)
Entry from the OMol25 dataset: C24H34N6O3 in the gas phase (wB97M-V/def2-TZVPD).

For the molar mass, the calculation gives 454.57 g mol⁻¹. The energy is -1489.30050 Eh. The net charge is 0. The HOMO-LUMO gap comes out at 8.506 eV. For the largest force on an atom, the calculation gives 1.133 eV/A. As for the structure (SMILES): CCOC(=O)C1CCN(C(=O)[C@@H]2CCCN(c3ncnc4c3nc3n4CCCCC3)C2)CC1. The value obtained for the relative energy (zero: lowest compared OMol25 entry of this formula, charge and spin) is 0.00 kJ/mol. Its spin multiplicity is 1. The value obtained for the HOMO energy is -7.8317 eV. The calculation puts the LUMO energy at 0.674 eV.

Each line ends with the natural charge from an NBO analysis.
Atoms and positions in Å:
C 2.74743 -1.00508 2.96415  -0.6479
C 1.41588 -1.33887 2.30742  -0.0770
O 1.55510 -1.38051 0.88566  -0.5196
C 1.84308 -2.54782 0.32865  0.8106
O 1.94280 -3.58846 0.93024  -0.6146
C 2.06398 -2.45266 -1.17564  -0.3149
C 1.27803 -1.32187 -1.86035  -0.4273
C 2.20891 -0.16924 -2.25266  -0.2081
N 3.11211 0.12834 -1.16954  -0.4373
C 3.04081 1.13251 -0.26851  0.7106
O 3.83717 1.20263 0.65496  -0.6593
C 1.93774 2.17058 -0.40021  -0.3038
C 2.48235 3.58508 -0.18457  -0.3947
C 1.32815 4.58511 -0.18912  -0.4044
C 0.28247 4.20411 0.86078  -0.2235
N -0.15265 2.84136 0.66416  -0.3919
C -1.39887 2.54326 0.26511  0.4483
N -2.28298 3.54760 0.14224  -0.5505
C -3.53410 3.28968 -0.18844  0.2799
N -4.09664 2.12112 -0.42906  -0.5280
C -3.22660 1.11534 -0.31671  0.3516
C -1.86639 1.23467 0.00878  -0.0475
N -1.30374 -0.02120 0.02635  -0.4922
C -2.27116 -0.84843 -0.26488  0.4066
N -3.46212 -0.21658 -0.48937  -0.3651
C -4.73206 -0.80873 -0.80717  -0.2207
C -5.21649 -1.75806 0.28887  -0.4056
C -4.49547 -3.10608 0.29285  -0.3961
C -3.02303 -3.03688 0.69693  -0.3913
C -2.13030 -2.32471 -0.32683  -0.4462
C 0.90466 1.86747 0.69945  -0.2428
C 4.07984 -0.93159 -0.92043  -0.2265
C 3.57465 -2.28842 -1.41286  -0.4054
H 3.44086 -1.83436 2.84271  0.2133
H 3.17842 -0.11745 2.50530  0.2426
H 2.59915 -0.82533 4.02493  0.2139
H 0.67054 -0.56516 2.50024  0.1926
H 1.04455 -2.30908 2.65379  0.2031
H 1.76474 -3.42572 -1.57719  0.2368
H 0.50937 -0.94280 -1.18551  0.2524
H 0.78772 -1.69915 -2.75900  0.2088
H 2.81331 -0.44644 -3.12368  0.1907
H 1.61884 0.70046 -2.53159  0.2158
H 1.43685 2.13452 -1.36739  0.2040
H 3.19813 3.83237 -0.97162  0.2104
H 3.01121 3.61643 0.76957  0.2210
H 1.69871 5.58978 0.01744  0.2140
H 0.85497 4.59386 -1.17374  0.1987
H -0.59433 4.84823 0.79436  0.2519
H 0.72207 4.28463 1.86183  0.1877
H -4.18171 4.15340 -0.26822  0.1735
H -5.42927 0.02459 -0.92449  0.2461
H -4.65726 -1.34573 -1.76030  0.1971
H -6.28264 -1.93418 0.13395  0.2165
H -5.09623 -1.27072 1.25880  0.2091
H -5.01077 -3.76608 0.99456  0.2141
H -4.57529 -3.55841 -0.69929  0.1932
H -2.92869 -2.53683 1.66324  0.2053
H -2.65258 -4.05712 0.81588  0.2167
H -1.08510 -2.56308 -0.12723  0.2402
H -2.37650 -2.67800 -1.33283  0.2139
H 0.48848 0.87053 0.56498  0.2737
H 1.41118 1.92487 1.66975  0.2028
H 5.02806 -0.68605 -1.41557  0.1997
H 4.26594 -0.94966 0.15615  0.2356
H 4.11270 -3.08033 -0.89003  0.2345
H 3.77199 -2.40565 -2.48009  0.2049

Cartesian forces (eV/Å) of the 6 atoms listed first:
-0.243 -0.057 -0.312
0.034 -0.129 0.645
0.016 0.350 -0.123
-0.031 -0.466 -0.506
0.058 -0.051 0.177
0.028 -0.083 0.109

---

Q: Which value of relative energy (zero: lowest compared OMol25 entry of this formula, charge and spin) does entry 1 give?
A: 107.14 kJ/mol